# 1
C4H14N3 | ωB97M-V/def2-TZVPD

## Properties
Multiplicity: 1
LUMO in eV: -3.05
Net charge: +1
Largest force on an atom in eV/Å: 1.3
Calculated total energy in hartree: -324.82073
HOMO in eV: -12.60
Relative energy (zero: lowest compared OMol25 entry of this formula, charge and spin) in kcal/mol: 27.7

Bonds (Å) are listed after each position.
Cartesian coordinates (Å):
1 N -0.9725 1.1689 -0.6302  C2 1.533, H4 1.014, H5 1.013, H21 1.076
2 C -0.5044 2.2757 0.3213  N1 1.533, N3 1.437, H6 1.105, H7 1.088
3 N -1.5676 2.9011 1.0579  C2 1.437, H8 1.015, H9 1.010
4 H -1.3732 0.4130 -0.0854  N1 1.014
5 H -1.6659 1.5228 -1.2777  N1 1.013
6 H 0.1698 1.7884 1.0488  C2 1.105
7 H 0.0388 2.9881 -0.2956  C2 1.088
8 H -2.1571 3.4444 0.4352  N3 1.015
9 H -2.1212 2.2671 1.6170  N3 1.010
10 C 0.6932 -2.7965 1.2624  C11 1.497, H14 1.101, H15 1.084, H16 1.089
11 C 1.1736 -1.7324 0.3261  C10 1.497, C12 1.339, H17 1.098
12 C 0.6490 -1.4825 -0.8798  C11 1.339, N13 1.439, H18 1.088
13 N 1.1037 -0.3745 -1.6777  C12 1.439, H19 1.018, H20 1.020
14 H -0.2927 -3.1994 0.9851  C10 1.101
15 H 1.3539 -3.6512 1.3572  C10 1.084
16 H 0.5718 -2.4247 2.2789  C10 1.089
17 H 2.0307 -1.1371 0.6664  C11 1.098
18 H -0.1753 -2.0115 -1.3543  C12 1.088
19 H 2.0435 -0.0870 -1.4142  N13 1.018
20 H 1.0989 -0.5949 -2.6737  N13 1.020
21 H -0.0971 0.7223 -1.0676  N1 1.076

Löwdin population analysis, charges in e, atoms 1 to 2: 0.16 -0.22


# 2
C4H14N3 | ωB97M-V/def2-TZVPD

## Properties
Multiplicity: 1
LUMO in eV: -3.99
Net charge: +1
Largest force on an atom in eV/Å: 5.1
Calculated total energy in hartree: -324.76738
HOMO in eV: -13.47
Relative energy (zero: lowest compared OMol25 entry of this formula, charge and spin) in kcal/mol: 61.2

Bonds (Å) are listed after each position.
Cartesian coordinates (Å):
1 C -1.1556 -1.5879 -0.0584  C4 1.451, H8 1.155, H9 1.098, H10 1.100
2 C 2.6367 -0.1263 -1.1033  N7 1.448, H11 1.033, H12 1.161, H13 1.176
3 C 0.2769 0.2328 -1.0763  C4 1.516, N7 1.449, H14 1.189, H15 1.202
4 C -0.1359 -0.5741 0.1391  C1 1.451, C3 1.516, N5 1.266
5 N 0.3018 -0.2947 1.2935  C4 1.266, H16 1.022, H17 1.007
6 N -2.4716 0.7434 1.0270  H18 1.053, H19 1.053, H20 1.095
7 N 1.5740 0.7925 -0.7529  C2 1.448, C3 1.449, H21 1.087
8 H -2.0332 -0.8892 0.2151  C1 1.155
9 H -0.8514 -2.5316 0.4142  C1 1.098
10 H -1.3532 -1.8780 -1.1011  C1 1.100
11 H 2.6239 -0.9778 -0.5183  C2 1.033
12 H 2.6952 -0.5472 -2.1836  C2 1.161
13 H 3.6919 0.3914 -1.1214  C2 1.176
14 H -0.4270 1.1377 -1.3916  C3 1.189
15 H 0.3647 -0.5664 -1.9692  C3 1.202
16 H 1.0794 0.3641 1.3672  N5 1.022
17 H 0.1047 -0.9021 2.0719  N5 1.007
18 H -1.8275 1.2609 0.3743  N6 1.053
19 H -3.3265 0.6428 0.4210  N6 1.053
20 H -2.7185 1.4543 1.8221  N6 1.095
21 H 1.7575 1.8250 -1.0373  N7 1.087

Löwdin population analysis, charges in e, atoms 1 to 2: -0.01 -0.14


# 3
C4H14N3O | ωB97M-V/def2-TZVPD

## Properties
Multiplicity: 2
LUMO (alpha / beta) in eV: 0.76 / 0.70
Largest force on an atom in eV/Å: 8.7
Calculated total energy in hartree: -400.11888
HOMO (alpha / beta) in eV: -2.37 / -8.45
Relative energy (zero: lowest compared OMol25 entry of this formula, charge and spin) in kcal/mol: 74.4

Bonds (Å) are listed after each position.
Cartesian coordinates (Å):
1 C 1.9244 -2.6098 -0.2542  O2 1.435, H4 1.084, H5 1.120, H6 1.039
2 O 0.5550 -2.4404 -0.6494  C1 1.435, H3 0.988
3 H 0.6074 -3.2005 -1.2788  O2 0.988
4 H 2.1248 -3.5798 0.1872  C1 1.084
5 H 2.0107 -1.8217 0.5372  C1 1.120
6 H 2.6423 -2.3632 -0.9642  C1 1.039
7 C -0.8167 1.8759 -0.9934  C8 1.542, N10 1.682, H13 1.077, H14 0.986
8 C -1.4587 1.0071 -2.0941  C7 1.542, H15 1.073, H16 1.181, H22 1.084
9 C -0.2390 0.6940 1.4329  N10 1.316, N11 1.400, N12 1.325
10 N -0.3202 0.7166 0.1197  C7 1.682, C9 1.316, H17 0.982
11 N -0.3355 1.9228 2.0973  C9 1.400, H18 1.010, H19 0.950
12 N -0.1374 -0.4279 2.1307  C9 1.325, H20 0.965, H21 0.979
13 H 0.1736 2.1728 -1.2963  C7 1.077
14 H -1.2376 2.7088 -0.6764  C7 0.986
15 H -2.2890 0.3729 -1.8482  C8 1.073
16 H -0.6846 0.3373 -2.6838  C8 1.181
17 H -0.0677 -0.1406 -0.2875  N10 0.982
18 H -0.2912 2.8190 1.6347  N11 1.010
19 H -0.3012 2.0801 3.0337  N11 0.950
20 H -0.3275 -1.2721 1.7027  N12 0.965
21 H 0.2591 -0.5403 3.0188  N12 0.979
22 H -1.7908 1.6890 -2.8686  C8 1.084

Löwdin population analysis, charges in e, atoms 1 to 2: -0.16 -0.15


# 4
C4H14N3O | ωB97M-V/def2-TZVPD

## Properties
Multiplicity: 2
LUMO (alpha / beta) in eV: 0.90 / 0.61
Largest force on an atom in eV/Å: 2.1
Calculated total energy in hartree: -400.17298
HOMO (alpha / beta) in eV: -3.22 / -7.98
Relative energy (zero: lowest compared OMol25 entry of this formula, charge and spin) in kcal/mol: 40.4

Bonds (Å) are listed after each position.
Cartesian coordinates (Å):
1 C -0.4138 -1.0123 -1.6139  C2 1.535, N7 1.492, H8 1.091, H9 1.093
2 C 0.0779 0.4364 -1.7355  C1 1.535, C3 1.525, H10 1.098, H11 1.099
3 C 0.1811 1.1570 -0.3951  C2 1.525, C4 1.346, N6 1.424
4 C 1.3775 1.1421 0.2222  C3 1.346, N5 1.371, H12 1.076
5 N 1.5499 1.6281 1.4922  C4 1.371, H13 0.998, H14 1.012
6 N -1.0117 1.5773 0.2603  C3 1.424, H15 1.017, H16 1.011
7 N 0.0705 -1.7687 -0.4228  C1 1.492, H17 1.094, H18 1.037, H19 1.030
8 H -0.1742 -1.6065 -2.4965  C1 1.091
9 H -1.5037 -1.0942 -1.6301  C1 1.093
10 H 0.9685 0.3599 -2.3732  C2 1.098
11 H -0.5546 0.9807 -2.4505  C2 1.099
12 H 2.2626 0.6720 -0.1685  C4 1.076
13 H 2.3968 1.4041 1.9692  N5 0.998
14 H 0.9542 2.2727 1.9955  N5 1.012
15 H -1.6019 0.7530 0.3454  N6 1.017
16 H -1.5161 2.2917 -0.2473  N6 1.011
17 H -0.5323 -2.6712 -0.2872  N7 1.094
18 H 1.0689 -2.0226 -0.5440  N7 1.037
19 H -0.0375 -1.2134 0.4378  N7 1.030
20 H -1.2121 -1.8919 2.6011  O22 0.977
21 H -1.2940 -0.3770 2.8463  O22 0.944
22 O -1.0561 -1.0172 2.1944  H20 0.977, H21 0.944

Löwdin population analysis, charges in e, atoms 1 to 2: -0.29 -0.17


# 5
C4H14N3O | ωB97M-V/def2-TZVPD

## Properties
Multiplicity: 1
LUMO in eV: -3.80
Net charge: +1
Largest force on an atom in eV/Å: 0.7
Calculated total energy in hartree: -400.03063
HOMO in eV: -12.59
Relative energy (zero: lowest compared OMol25 entry of this formula, charge and spin) in kcal/mol: 63.9

Bonds (Å) are listed after each position.
Cartesian coordinates (Å):
1 C -1.4483 -2.0436 -1.2630  N2 1.465, H5 1.086, H6 1.094, H7 1.085
2 N -1.2807 -0.8539 -0.4244  C1 1.465, C3 1.457, H8 1.013
3 C -1.3667 0.3743 -1.2045  N2 1.457, N4 1.460, H9 1.094, H10 1.095
4 N -0.2320 0.5842 -2.0983  C3 1.460, H11 1.018, H12 1.015
5 H -1.5213 -2.9047 -0.6056  C1 1.086
6 H -2.3424 -1.9636 -1.8875  C1 1.094
7 H -0.5618 -2.2136 -1.8649  C1 1.085
8 H -1.9914 -0.8086 0.2956  N2 1.013
9 H -1.4311 1.2408 -0.5394  C3 1.094
10 H -2.2804 0.3937 -1.8084  C3 1.095
11 H 0.5528 0.0476 -1.7353  N4 1.018
12 H -0.4071 0.1434 -2.9953  N4 1.015
13 O 0.7582 2.0923 2.7962  C14 1.199
14 C 0.2455 1.2838 2.0737  O13 1.199, C15 1.524, H17 1.098
15 C 1.1156 0.4216 1.1671  C14 1.524, N16 1.501, H18 1.084, H19 1.086
16 N 2.5342 0.6683 1.5923  C15 1.501, H20 1.019, H21 1.032, H22 1.020
17 H -0.8396 1.1276 2.0068  C14 1.098
18 H 0.8467 -0.6265 1.2286  C15 1.084
19 H 1.0402 0.7546 0.1360  C15 1.086
20 H 3.2051 0.5302 0.8376  N16 1.019
21 H 2.6023 1.6519 1.8960  N16 1.032
22 H 2.8022 0.1004 2.3965  N16 1.020

Löwdin population analysis, charges in e, atoms 1 to 2: -0.11 -0.14


# 6
C4H14N3O | ωB97M-V/def2-TZVPD

## Properties
Multiplicity: 1
LUMO in eV: -3.38
Net charge: +1
Largest force on an atom in eV/Å: 3.2
Calculated total energy in hartree: -400.04191
HOMO in eV: -12.00
Relative energy (zero: lowest compared OMol25 entry of this formula, charge and spin) in kcal/mol: 56.9

Bonds (Å) are listed after each position.
Cartesian coordinates (Å):
1 C -0.9733 -0.7078 -1.6976  C2 1.573, N7 1.426, H8 1.098, H9 1.137
2 C -1.5913 -0.3769 -0.2895  C1 1.573, C3 1.471, H10 1.114, H11 1.108
3 C -0.6316 0.1228 0.7077  C2 1.471, C4 1.353, N6 1.495
4 C -0.0269 -0.6638 1.6272  C3 1.353, N5 1.375, H12 1.102
5 N 1.1466 -0.3315 2.2617  C4 1.375, H13 1.005, H14 1.005
6 N -0.1411 1.5199 0.5036  C3 1.495, H15 1.031, H16 1.037, H17 1.023
7 N -1.3593 -1.8491 -2.4606  C1 1.426, H18 1.006, H19 1.007
8 H 0.1110 -0.7749 -1.5375  C1 1.098
9 H -1.0045 0.2322 -2.3370  C1 1.137
10 H -1.9552 -1.3850 0.0134  C2 1.114
11 H -2.5217 0.2250 -0.2847  C2 1.108
12 H -0.3633 -1.6590 1.9589  C4 1.102
13 H 1.7294 0.4217 1.9409  N5 1.005
14 H 1.5550 -0.7918 3.0566  N5 1.005
15 H -0.7537 2.0510 -0.1340  N6 1.031
16 H 0.8441 1.5453 0.1796  N6 1.037
17 H -0.1678 2.0390 1.3842  N6 1.023
18 H -2.0471 -1.7306 -3.1852  N7 1.006
19 H -0.5770 -2.3540 -2.8442  N7 1.007
20 H 3.1603 0.7344 0.4575  O22 0.964
21 H 2.8507 2.1774 -0.0204  O22 0.960
22 O 2.7168 1.5558 0.6992  H20 0.964, H21 0.960

Löwdin population analysis, charges in e, atoms 1 to 2: -0.30 -0.17